# 1
{
  "formula": "C5H12NO2P",
  "method": "ωB97M-V/def2-TZVPD",
  "species": ["P", "O", "O", "N", "C", "C", "C", "C", "C", "H", "H", "H", "H", "H", "H", "H", "H", "H", "H", "H", "H"],
  "xyz": [[0.887340, 0.522183, -2.196165], [1.679965, 0.576488, 1.586667], [2.459629, 0.860955, -0.486098], [-0.865213, 0.168701, 0.167631], [-0.935042, 1.623219, 0.028088], [1.640162, 0.503409, 0.376448], [0.473373, -0.247320, -0.367467], [-1.048503, -0.186047, 1.542610], [0.503257, -1.838585, -0.212523], [-0.288626, -0.096722, -2.652785], [-0.028963, 2.127558, 0.371607], [-1.824427, 2.114537, 0.504456], [-1.068075, -1.293513, 1.597810], [-1.875563, 0.258924, 2.062928], [1.265475, -2.198617, -0.849429], [-1.085666, 1.806081, -1.026819], [0.880276, -2.037820, 0.867206], [1.588993, -0.562539, -2.553126], [-0.424347, -2.212793, -0.470171], [-0.359811, 0.348225, 2.173862], [-1.574235, -0.236323, -0.464729]],
  "forces_ev_per_a": [[-1.349, 0.514, 2.392], [-0.160, 0.255, 1.590], [0.867, 0.491, -0.350], [-0.198, 1.490, -0.891], [-1.471, 1.996, -0.542], [0.114, -1.199, -1.196], [0.915, -0.905, -1.095], [-0.657, -1.472, 1.998], [2.780, 3.181, 2.403], [-0.833, -0.366, -0.709], [-0.136, -0.402, 0.028], [0.718, -0.957, 0.025], [0.217, 0.944, 0.604], [-1.690, -0.125, -0.917], [0.648, -0.534, -0.785], [0.300, 0.305, -0.277], [-1.064, -0.008, -1.719], [1.070, -1.328, -0.489], [-1.887, -1.192, -0.300], [1.603, -0.749, -0.334], [0.213, 0.061, 0.565]],
  "mulliken_charge": [-0.0453, -0.6572, -0.6816, -0.0667, -0.9663, 0.2897, 0.7566, -0.8927, -1.7343, 0.0078, 0.3929, 0.3619, 0.3514, 0.3669, 0.5278, 0.4136, 0.3790, 0.0266, 0.4053, 0.3765, 0.3881],
  "spin_multiplicity": 1,
  "gap_ev": 8.6932,
  "lumo_ev": 0.201,
  "de_lowest_kj_mol": 324.1,
  "mol_weight_g_mol": 149.13,
  "smiles": "C[NH+](C)[C@@](C)(P)C(=O)[O-]",
  "total_energy_ev": -20250.710
}

=====

# 2
{
  "formula": "C6H4O",
  "method": "ωB97M-V/def2-TZVPD",
  "species": ["O", "C", "C", "C", "C", "C", "C", "H", "H", "H", "H"],
  "xyz": [[0.823628, 0.848026, 1.811234], [-1.101495, 0.178393, -0.631634], [0.049439, 0.263081, -0.272623], [-2.546819, 0.087456, -0.792701], [3.526676, -0.663955, 0.503898], [1.090461, 0.352229, 0.734796], [2.411196, -0.210424, 0.506499], [4.519437, -1.055176, 0.535941], [-2.945286, -0.142542, 0.202031], [-2.857560, -0.700696, -1.482236], [-2.969672, 1.043611, -1.115201]],
  "forces_ev_per_a": [[0.248, -0.054, -0.312], [0.470, -0.018, 0.242], [-0.663, -0.061, 0.038], [-0.040, -0.019, -0.042], [-0.472, 0.198, -0.026], [-0.106, 0.121, 0.338], [0.607, -0.218, 0.044], [-0.144, 0.034, -0.104], [-0.084, 0.040, -0.191], [0.102, 0.130, 0.020], [0.081, -0.152, -0.007]],
  "mulliken_charge": [-0.4342, 0.3582, -0.1010, -1.0556, 0.1640, 0.1586, -0.3195, 0.3782, 0.2643, 0.3019, 0.2850],
  "spin_multiplicity": 1,
  "gap_ev": 9.8270,
  "lumo_ev": -0.225,
  "de_lowest_kj_mol": 248.1,
  "mol_weight_g_mol": 92.10,
  "smiles": "C#CC(=O)C#CC",
  "total_energy_ev": -8329.869
}

=====

# 3
{
  "formula": "C15H33FN3O8PS",
  "method": "ωB97M-V/def2-TZVPD",
  "species": ["S", "P", "F", "O", "O", "O", "O", "O", "O", "O", "O", "N", "N", "N", "C", "C", "C", "C", "C", "C", "C", "C", "C", "C", "C", "C", "C", "C", "C", "H", "H", "H", "H", "H", "H", "H", "H", "H", "H", "H", "H", "H", "H", "H", "H", "H", "H", "H", "H", "H", "H", "H", "H", "H", "H", "H", "H", "H", "H", "H", "H", "H"],
  "xyz": [[0.818385, 1.790261, -5.050834], [-2.098084, 3.598068, -3.837378], [-2.263312, 0.831507, 0.628820], [-0.785257, 2.010877, -5.686803], [1.785176, 3.022784, -5.232975], [-3.326896, -1.810099, 4.518233], [0.476970, 1.336248, -3.407165], [3.368015, -3.155556, 2.721050], [-2.984873, 0.021274, -2.295158], [0.170921, 0.642522, 0.710377], [1.545435, 0.519477, -5.618863], [-0.898478, -0.629779, -1.147594], [3.100174, -1.724885, 0.237512], [-1.829841, -1.872668, 2.060302], [4.661643, -3.682960, 2.970954], [3.302084, -1.726230, 2.723708], [-1.122276, -1.716900, 3.340251], [-1.676906, 1.860851, -4.508313], [-2.055325, -1.158747, 4.439675], [5.243401, -1.045352, 1.182739], [-0.471474, -3.047347, 3.710635], [-0.978987, 0.280435, 0.083518], [-1.632847, 0.054465, -2.310390], [-2.659198, 4.591105, -5.416938], [-0.586982, 4.498249, -3.093931], [-3.550838, 5.932716, -4.972015], [-0.875012, 0.779184, -3.573404], [-3.319260, -3.023497, 5.254229], [3.731292, -1.067813, 1.392123], [-4.325304, -3.186820, 5.649598], [-1.160730, -3.891158, 3.634143], [5.760092, -0.715065, 2.089863], [-0.076126, -3.019853, 4.731361], [-3.088107, -3.859963, 4.592208], [3.394307, -0.024705, 1.419048], [-1.672533, 4.927854, -5.997518], [5.645299, -2.019789, 0.896574], [3.856939, -1.313482, 3.574726], [3.281327, -2.728924, 0.323000], [0.367529, -3.260921, 3.036395], [-0.959467, 5.565852, -2.711371], [2.086787, -1.654671, 0.336769], [-0.114412, 3.966111, -2.156495], [-0.312883, -0.990934, 3.198077], [5.206581, -3.795233, 2.031901], [-1.404929, -1.539417, -0.975504], [-2.791235, 6.642401, -4.428094], [-1.562933, -1.148786, 5.419423], [4.543797, -4.680364, 3.402709], [5.231388, -3.067359, 3.673815], [-2.679858, -2.412012, 2.246843], [-2.734000, 1.377347, -4.647167], [-4.062328, 6.453092, -5.907960], [-4.371058, 5.635341, -4.182560], [-3.346331, 3.898754, -6.104506], [-2.183510, -0.960110, 1.770657], [-0.668162, -0.097883, -4.356632], [-2.618485, -2.994166, 6.094254], [-2.275844, -0.112871, 4.194568], [2.247028, -1.481313, 2.895276], [0.193920, 4.726486, -3.944901], [5.505594, -0.345629, 0.379132]],
  "forces_ev_per_a": [[6.964, -1.216, -2.718], [-1.200, 0.409, 0.976], [3.716, -1.932, -2.204], [2.133, -1.218, 2.158], [-5.159, -4.295, 1.433], [0.570, 0.160, 0.243], [-1.416, 1.025, -2.042], [0.167, 0.534, 0.277], [8.818, 0.190, -0.716], [-8.923, -2.546, -4.474], [-3.991, 4.611, 2.015], [-1.929, 2.409, 0.323], [-0.230, -0.173, 0.323], [-0.281, 0.328, -0.081], [-0.233, -0.279, -0.157], [-0.282, -0.036, -0.222], [-0.204, -0.364, 0.202], [-0.610, -0.278, 1.592], [-0.200, 0.204, -0.344], [0.221, 0.283, -0.090], [0.364, -0.090, -0.064], [6.399, 2.161, 3.763], [-6.868, 0.549, 0.609], [0.141, 0.498, -0.859], [0.951, 1.347, -0.509], [0.631, -0.557, 0.407], [-0.122, -1.363, -1.496], [-0.330, 0.008, -0.199], [0.126, -0.436, -0.008], [0.080, 0.131, -0.048], [-0.037, 0.133, 0.014], [-0.035, -0.051, -0.066], [-0.046, -0.012, -0.097], [0.136, -0.133, 0.170], [-0.108, -0.139, 0.055], [-2.335, -0.710, 0.961], [-0.118, 0.033, 0.053], [0.159, -0.071, -0.030], [0.049, 0.292, -0.080], [-0.169, 0.056, 0.115], [0.523, -2.413, -0.861], [0.138, 0.152, -0.134], [-0.980, 0.840, -2.122], [-0.160, 0.074, 0.004], [0.223, 0.065, 0.093], [0.354, 1.326, 0.144], [-1.665, -1.060, -1.190], [0.022, -0.183, -0.007], [-0.094, 0.121, -0.006], [-0.016, 0.056, -0.089], [0.285, 0.059, -0.097], [2.117, 0.804, -0.749], [1.294, -1.139, 2.049], [1.592, 0.512, -1.683], [1.726, 1.360, 1.528], [-0.040, -0.242, 0.273], [-0.872, 1.230, 1.774], [0.052, 0.003, -0.093], [-0.094, -0.155, -0.020], [0.059, -0.136, -0.073], [-1.142, -0.557, 1.932], [-0.123, -0.177, 0.142]],
  "mulliken_charge": [1.0548, 0.1140, -0.2618, -0.3373, -0.5227, -0.4004, -0.3154, -0.3246, -0.5238, -0.4315, -0.5624, -0.0781, -0.6804, -0.5611, -0.7121, -0.2452, 0.7373, 0.1101, -0.8633, -1.5361, -1.5576, 0.5368, 0.0504, -0.5273, -0.8963, -0.8966, -0.0907, -0.6467, 0.4161, 0.2607, 0.3312, 0.3469, 0.3481, 0.2288, 0.4042, 0.2905, 0.2942, 0.4416, 0.3380, 0.3540, 0.3437, 0.1914, 0.2729, 0.1553, 0.2299, 0.3997, 0.2434, 0.4731, 0.2449, 0.3319, 0.3117, 0.4001, 0.3011, 0.2927, 0.3247, 0.2603, 0.3806, 0.2905, 0.3551, -0.1073, 0.2583, 0.3599],
  "spin_multiplicity": 1,
  "gap_ev": 7.2086,
  "lumo_ev": -1.527,
  "de_lowest_kj_mol": 376.3,
  "mol_weight_g_mol": 465.48,
  "smiles": "CCP(C)[C@H]1OS(=O)(=O)O[C@H]1C(=O)NC(=O)F.COC[C@@H](C)N.COC[C@@H](C)N",
  "total_energy_ev": -59771.504
}